ORCA calculation (wB97M-V/def2-TZVPD) on a structure of composition C66H92BF4N10O2.

Cartesian coordinates (Å):
1 C 25.67 2.81 30.01
2 N 25.02 3.65 28.96
3 C 25.38 4.94 28.83
4 C 24.82 5.73 27.83
5 C 23.77 5.23 27.01
6 C 23.33 3.90 27.27
7 C 24.03 3.13 28.17
8 C 23.19 6.14 25.87
9 C 24.01 6.77 24.95
10 C 23.46 7.68 24.04
11 N 22.14 7.88 23.98
12 C 21.34 7.20 24.79
13 C 21.82 6.27 25.74
14 C 21.63 9.06 23.03
15 H 25.12 2.83 30.94
16 H 26.69 3.14 30.20
17 H 25.71 1.79 29.64
18 H 26.10 5.38 29.57
19 H 25.18 6.70 27.67
20 H 22.53 3.42 26.78
21 H 23.78 2.10 28.30
22 H 25.10 6.67 24.90
23 H 24.05 8.26 23.38
24 H 20.28 7.32 24.56
25 H 21.14 5.90 26.48
26 H 21.53 8.63 22.09
27 H 22.40 9.84 23.15
28 H 20.74 9.54 23.41
29 C 15.12 0.93 11.56
30 N 14.36 1.20 12.81
31 C 15.04 2.01 13.71
32 C 14.43 2.39 14.85
33 C 13.06 2.09 15.02
34 C 12.40 1.24 14.15
35 C 13.12 0.78 13.03
36 C 12.32 2.75 16.11
37 C 12.81 3.92 16.73
38 C 12.00 4.61 17.62
39 N 10.76 4.09 17.87
40 C 10.33 2.90 17.38
41 C 11.12 2.22 16.48
42 C 9.70 4.89 18.55
43 H 14.86 -0.11 11.28
44 H 16.17 1.09 11.78
45 H 14.78 1.58 10.76
46 H 16.08 2.19 13.45
47 H 14.99 2.93 15.61
48 H 11.35 0.96 14.28
49 H 12.70 0.00 12.37
50 H 13.85 4.17 16.55
51 H 12.27 5.46 18.26
52 H 9.33 2.61 17.72
53 H 10.75 1.28 16.09
54 H 8.98 5.35 17.87
55 H 10.18 5.71 19.08
56 H 9.11 4.23 19.13
57 C 19.70 2.23 18.21
58 N 21.16 2.46 18.46
59 C 22.06 1.50 18.21
60 C 23.40 1.64 18.55
61 C 23.78 2.74 19.22
62 C 22.86 3.74 19.45
63 C 21.57 3.58 19.12
64 C 25.24 2.84 19.72
65 C 26.05 3.85 19.23
66 C 27.35 3.83 19.59
67 N 27.83 2.92 20.48
68 C 27.08 1.91 20.87
69 C 25.74 1.87 20.53
70 C 29.27 2.99 20.80
71 H 19.41 1.46 18.94
72 H 19.59 1.87 17.19
73 H 19.13 3.17 18.32
74 H 21.68 0.63 17.70
75 H 24.07 0.90 18.19
76 H 23.21 4.65 19.89
77 H 20.80 4.34 19.31
78 H 25.67 4.59 18.53
79 H 28.05 4.51 19.15
80 H 27.54 1.14 21.46
81 H 25.03 1.10 20.78
82 H 29.72 3.86 20.34
83 H 29.72 2.06 20.44
84 H 29.40 3.04 21.94
85 C 14.14 7.47 24.93
86 N 14.61 6.01 24.86
87 C 15.37 5.52 23.89
88 C 15.74 4.17 23.88
89 C 15.50 3.40 25.02
90 C 14.80 3.99 26.10
91 C 14.40 5.28 26.01
92 C 15.88 1.86 25.06
93 C 16.56 1.25 23.99
94 C 16.81 -0.09 24.10
95 N 16.34 -0.81 25.15
96 C 15.70 -0.24 26.20
97 C 15.38 1.09 26.12
98 C 16.60 -2.26 25.25
99 H 14.81 8.06 25.55
100 H 13.10 7.37 25.22
101 H 14.25 7.93 23.95
102 H 15.58 6.23 23.09
103 H 16.21 3.75 23.01
104 H 14.69 3.47 27.03
105 H 13.92 5.80 26.83
106 H 16.78 1.86 23.16
107 H 17.34 -0.63 23.34
108 H 15.48 -0.89 27.04
109 H 14.76 1.49 26.92
110 H 15.62 -2.75 25.36
111 H 17.06 -2.39 26.19
112 H 17.13 -2.66 24.41
113 C 21.80 10.05 12.06
114 C 22.41 9.51 13.37
115 C 22.70 7.46 12.95
116 C 23.73 7.68 12.08
117 C 25.02 7.38 12.24
118 C 24.97 9.82 12.94
119 N 23.76 9.66 13.85
120 O 24.02 9.50 14.93
121 C 24.84 10.55 11.61
122 C 26.18 9.63 13.60
123 C 21.53 9.27 14.63
124 H 22.07 11.10 12.11
125 H 20.73 9.87 12.07
126 H 22.23 9.59 11.17
127 H 21.75 7.07 12.57
128 H 22.90 7.12 13.94
129 H 23.51 7.91 11.05
130 H 24.69 6.12 11.69
131 H 25.75 7.62 11.47
132 H 25.35 7.09 13.25
133 H 24.37 11.55 11.84
134 H 24.23 9.95 10.96
135 H 25.80 10.75 11.14
136 H 26.11 8.80 14.25
137 H 26.68 10.45 14.23
138 H 26.86 9.36 12.77
139 H 21.96 8.48 15.19
140 H 20.50 9.05 14.37
141 H 21.56 10.12 15.29
142 C 13.14 11.14 18.95
143 C 13.01 10.83 17.47
144 C 12.77 12.02 16.59
145 C 13.98 12.98 16.45
146 C 15.10 12.21 15.84
147 C 15.54 10.86 16.49
148 N 14.40 10.04 17.08
149 O 14.49 8.96 17.20
150 C 16.58 11.17 17.69
151 C 16.31 10.00 15.43
152 C 11.91 9.83 17.14
153 H 13.00 10.25 19.54
154 H 12.33 11.86 19.23
155 H 14.11 11.56 19.24
156 H 11.89 12.60 16.91
157 H 12.44 11.64 15.60
158 H 14.23 13.29 17.43
159 H 13.78 13.85 15.87
160 H 15.99 12.82 15.74
161 H 14.86 11.98 14.79
162 H 16.32 11.93 18.40
163 H 17.43 11.53 17.09
164 H 16.77 10.23 18.22
165 H 15.55 9.69 14.71
166 H 16.62 9.07 15.91
167 H 17.12 10.57 14.96
168 H 12.14 9.36 16.21
169 H 10.95 10.29 17.17
170 H 11.92 9.10 17.97
171 B 17.91 5.05 20.57
172 F 18.17 3.90 21.29
173 F 19.09 5.79 20.51
174 F 17.58 4.71 19.29
175 F 16.93 5.70 21.17

* gap between HOMO and LUMO: 4.00 eV
* net charge: +9
* LUMO: -16.15 eV

Atom charges from the Mulliken analysis, given in e for atoms 1 to 6: -0.89, 0.04, -0.17, -0.80, 0.63, -0.70

ORCA calculation (wB97M-V/def2-TZVPD) on an isolated molecule of C5H7NO.

Cartesian coordinates (Å):
1 C 1.34 -0.10 -1.31
2 C 0.27 -0.54 -0.32
3 C 0.60 -1.04 1.12
4 C -0.53 -0.73 1.79
5 N -1.51 0.03 0.99
6 C -0.83 0.40 -0.06
7 O -0.93 1.66 -0.48
8 H 2.19 -0.79 -1.27
9 H 1.73 0.90 -1.06
10 H 0.97 -0.07 -2.35
11 H -0.21 -1.46 -0.71
12 H 0.00 1.98 -0.49
13 H -0.80 -0.79 2.84
14 H -2.30 0.57 1.32

* gap between HOMO and LUMO (spin up / spin down): 7.36 / 7.36 eV
* relative energy (zero: lowest compared OMol25 entry of this formula, charge and spin): 103.74 kcal per mole
* LUMO (spin up / spin down): 0.04 / 0.04 eV

Atom charges from the Mulliken analysis, given in e for atoms 1 to 6: -1.43, 0.96, -0.92, -0.39, -0.05, 0.03

ORCA calculation (wB97M-V/def2-TZVPD) on a cluster of 2 separate species, C4H11NS in total.

Cartesian coordinates (Å):
1 C 0.76 0.57 0.41
2 N 0.73 1.76 1.05
3 C -0.23 2.66 0.55
4 C -1.77 -2.44 -1.26
5 S -0.05 -1.99 -0.95
6 C 1.83 -0.41 0.80
7 H 0.81 0.69 -0.68
8 H -0.26 0.03 0.52
9 H -1.15 2.62 1.15
10 H 0.08 3.71 0.63
11 H -0.62 2.44 -0.46
12 H -1.86 -3.51 -1.39
13 H -2.53 -1.98 -0.61
14 H -2.03 -2.04 -2.25
15 H 2.60 -0.09 1.50
16 H 2.34 -0.69 -0.12
17 H 1.36 -1.34 1.12

* gap between HOMO and LUMO: 4.60 eV
* relative energy (zero: lowest compared OMol25 entry of this formula, charge and spin): 124.84 kcal per mole
* LUMO: -2.96 eV

Atom charges from the Mulliken analysis, given in e for atoms 1 to 6: -0.05, -0.36, -0.71, -0.77, -0.24, -1.30

ORCA calculation (wB97M-V/def2-TZVPD) on a structure of composition C26H34ClIrN2O7P.

Cartesian coordinates (Å):
1 Ir -0.79 1.27 0.68
2 O 0.82 2.90 6.66
3 C 0.45 2.53 5.42
4 C -0.13 1.29 5.15
5 C -0.48 1.00 3.84
6 N -0.28 1.85 2.85
7 C 0.28 3.03 3.10
8 C 0.67 3.42 4.36
9 C 0.47 3.93 1.85
10 O 1.01 5.00 2.03
11 O 0.04 3.43 0.78
12 C -1.09 -0.36 3.43
13 O -1.30 -1.16 4.32
14 O -1.25 -0.50 2.19
15 H 0.60 2.22 7.30
16 H -0.33 0.56 5.91
17 H 1.13 4.38 4.53
18 Cl -8.63 0.75 -2.93
19 C -7.07 1.02 -2.23
20 C -6.95 1.14 -0.86
21 C -5.69 1.31 -0.30
22 C -4.57 1.36 -1.12
23 C -4.71 1.28 -2.50
24 C -5.96 1.11 -3.06
25 C -3.22 1.42 -0.50
26 O -3.11 1.61 0.73
27 O -2.21 1.22 -1.21
28 H -7.82 1.08 -0.22
29 H -5.56 1.39 0.76
30 H -3.83 1.34 -3.12
31 H -6.07 1.04 -4.13
32 C 2.84 -0.67 1.64
33 C 3.17 -0.93 0.17
34 C 4.05 0.23 -0.29
35 C 3.93 -2.24 -0.02
36 P 1.52 -0.84 -0.83
37 N 0.73 0.33 -0.15
38 C 0.47 -2.45 -0.67
39 C -0.99 -2.12 -0.99
40 C 0.97 -3.59 -1.55
41 C 0.51 -2.88 0.80
42 C 1.83 -0.34 -2.66
43 C 0.49 -0.48 -3.38
44 C 2.21 1.14 -2.69
45 C 2.88 -1.19 -3.35
46 H 3.76 -0.44 2.18
47 H 2.37 -1.52 2.13
48 H 2.17 0.19 1.72
49 H 4.91 0.31 0.37
50 H 3.49 1.17 -0.24
51 H 4.43 0.09 -1.30
52 H 4.89 -2.17 0.50
53 H 4.13 -2.43 -1.07
54 H 3.40 -3.09 0.40
55 H -1.17 -2.00 -2.05
56 H -1.29 -1.21 -0.47
57 H -1.62 -2.93 -0.63
58 H 0.83 -3.39 -2.61
59 H 0.40 -4.49 -1.31
60 H 2.02 -3.81 -1.37
61 H 0.09 -2.09 1.42
62 H 1.50 -3.14 1.14
63 H -0.12 -3.76 0.92
64 H -0.29 0.06 -2.83
65 H 0.21 -1.52 -3.50
66 H 0.57 -0.05 -4.37
67 H 1.68 1.69 -1.90
68 H 1.90 1.57 -3.64
69 H 3.27 1.31 -2.59
70 H 2.62 -2.24 -3.35
71 H 3.86 -1.08 -2.90
72 H 2.96 -0.87 -4.39

* gap between HOMO and LUMO (spin up / spin down): 7.22 / 6.73 eV
* relative energy (zero: lowest compared OMol25 entry of this formula, charge and spin): 55.21 kcal per mole
* multiplicity: 2
* LUMO (spin up / spin down): -1.82 / -2.02 eV

Atom charges from the Mulliken analysis, given in e for atoms 1 to 6: 3.00, -0.53, 1.13, -0.59, 0.10, -0.25

ORCA calculation (wB97M-V/def2-TZVPD) on a structure of composition C3H5N3O.

Cartesian coordinates (Å):
1 O -2.25 0.96 0.35
2 C -1.87 -0.12 -0.41
3 C 0.10 -0.20 -0.21
4 N -0.52 0.15 -1.19
5 N 2.35 0.10 -0.69
6 C 2.06 -0.35 0.47
7 N 0.72 -0.56 0.80
8 H -2.25 1.73 -0.24
9 H -2.47 -0.35 -1.27
10 H -1.86 -0.99 0.28
11 H 3.34 0.21 -0.84
12 H 2.74 -0.61 1.27

* gap between HOMO and LUMO: 10.25 eV
* relative energy (zero: lowest compared OMol25 entry of this formula, charge and spin): 83.72 kcal per mole
* LUMO: 0.89 eV

Atom charges from the Mulliken analysis, given in e for atoms 1 to 6: -0.48, -0.32, 0.93, -0.50, -0.55, -0.15

ORCA calculation (wB97M-V/def2-TZVPD) on a structure of composition C26H39CuN5O8PTe.

Cartesian coordinates (Å):
1 Cu -0.11 -0.05 0.03
2 O 0.53 0.50 7.27
3 N -0.15 -0.43 6.88
4 O -0.65 -1.28 7.58
5 C -0.50 -0.48 5.45
6 C -1.74 -0.92 5.14
7 C -2.18 -0.98 3.79
8 C -3.48 -1.36 3.42
9 C -3.84 -1.33 2.10
10 C -2.90 -0.92 1.15
11 N -1.66 -0.59 1.48
12 C -1.29 -0.63 2.77
13 C 0.07 -0.26 3.10
14 N 0.90 -0.05 2.07
15 C 2.12 0.41 2.31
16 C 2.57 0.67 3.61
17 C 1.75 0.39 4.67
18 C 0.46 -0.11 4.44
19 H -2.41 -1.21 5.94
20 H -4.19 -1.66 4.19
21 H -4.84 -1.60 1.78
22 H -3.15 -0.82 0.11
23 H 2.75 0.56 1.45
24 H 3.56 1.07 3.76
25 H 2.09 0.57 5.68
26 C 2.62 -0.86 -1.57
27 O 1.80 0.26 -1.29
28 C 1.24 0.88 -2.45
29 C 0.00 0.15 -2.93
30 O -1.10 0.30 -2.04
31 C -1.82 1.53 -2.21
32 H 3.46 -0.56 -2.20
33 H 2.07 -1.66 -2.06
34 H 3.00 -1.22 -0.61
35 H 1.99 0.91 -3.25
36 H 0.99 1.90 -2.16
37 H 0.20 -0.92 -2.96
38 H -0.28 0.48 -3.94
39 H -2.12 1.64 -3.25
40 H -1.25 2.39 -1.89
41 H -2.71 1.45 -1.58
42 C -2.52 -2.71 -1.86
43 N -1.89 -3.39 -0.73
44 C -2.53 -4.62 -0.28
45 C -1.48 -5.60 0.21
46 C -0.66 -4.90 1.27
47 N -0.11 -3.66 0.74
48 C 1.22 -3.26 1.18
49 C -0.70 -2.96 -0.26
50 O -0.16 -1.93 -0.75
51 H -2.40 -3.29 -2.78
52 H -2.06 -1.74 -1.99
53 H -3.58 -2.59 -1.67
54 H -3.10 -5.04 -1.11
55 H -3.23 -4.40 0.53
56 H -0.84 -5.90 -0.62
57 H -1.96 -6.49 0.62
58 H 0.17 -5.53 1.59
59 H -1.28 -4.70 2.15
60 H 1.41 -3.68 2.17
61 H 1.29 -2.18 1.24
62 H 1.99 -3.63 0.49
63 C 3.15 3.28 0.47
64 C 1.96 4.21 0.33
65 O 0.96 3.93 1.33
66 P -0.37 3.14 0.88
67 O 0.04 1.89 0.14
68 Te -1.76 3.03 2.79
69 O -0.98 4.04 -0.30
70 C -1.54 5.34 -0.05
71 C -2.36 5.75 -1.25
72 H 3.93 3.60 -0.22
73 H 2.85 2.26 0.23
74 H 3.55 3.31 1.48
75 H 1.53 4.13 -0.67
76 H 2.27 5.25 0.49
77 H -0.73 6.05 0.13
78 H -2.16 5.30 0.85
79 H -1.75 5.78 -2.15
80 H -2.78 6.74 -1.08
81 H -3.18 5.04 -1.41

* gap between HOMO and LUMO (spin up / spin down): 5.94 / 5.29 eV
* relative energy (zero: lowest compared OMol25 entry of this formula, charge and spin): 0.00 kcal per mole
* multiplicity: 2
* net charge: +1
* LUMO (spin up / spin down): -3.33 / -3.97 eV

Atom charges from the Mulliken analysis, given in e for atoms 1 to 6: 0.54, -0.56, 0.94, -0.57, 0.22, -0.85

ORCA calculation (wB97M-V/def2-TZVPD) on an isolated molecule of C7H10.

Cartesian coordinates (Å):
1 C -1.78 -1.22 -1.29
2 C -1.03 -1.53 -0.27
3 C -0.18 -1.45 0.72
4 C 0.44 -0.07 0.94
5 C 1.82 -0.04 0.29
6 C -0.49 1.01 0.45
7 C -0.19 1.98 -0.41
8 H -1.37 -1.19 -2.29
9 H -2.81 -0.90 -1.16
10 H 0.15 -2.30 1.32
11 H 0.55 0.09 2.02
12 H 2.34 0.90 0.48
13 H 2.44 -0.86 0.69
14 H 1.73 -0.19 -0.79
15 H -1.50 0.96 0.85
16 H -0.91 2.75 -0.66
17 H 0.79 2.05 -0.88

* gap between HOMO and LUMO: 10.43 eV
* SMILES: C=C=C[C@@H](C)C=C
* relative energy (zero: lowest compared OMol25 entry of this formula, charge and spin): 56.04 kcal per mole
* LUMO: 1.11 eV

Atom charges from the Mulliken analysis, given in e for atoms 1 to 6: -0.59, 0.06, -0.56, 0.68, -1.50, -0.40

ORCA calculation (wB97M-V/def2-TZVPD) on the ion C7H9IN4S with charge +2.

Cartesian coordinates (Å):
1 H -0.69 2.35 -1.00
2 N -0.30 1.50 -0.70
3 C -0.92 0.84 0.17
4 S -2.08 1.12 1.35
5 C -1.97 2.88 1.39
6 C -0.44 -0.54 0.24
7 C -1.11 -1.65 0.70
8 N -0.72 -2.97 0.63
9 C 0.44 -3.24 0.10
10 C 1.26 -2.20 -0.27
11 N 0.79 -0.95 -0.31
12 C 1.76 0.05 -0.92
13 N 1.94 0.00 -2.13
14 I 2.83 1.09 0.49
15 H -2.06 3.11 2.52
16 H -2.62 3.57 0.81
17 H -0.92 3.08 1.46
18 H -2.16 -1.60 1.09
19 H 0.80 -4.27 0.17
20 H 2.31 -2.32 -0.40
21 H 1.25 -0.40 -2.74
22 H 2.61 0.52 -2.66

* gap between HOMO and LUMO: 7.29 eV
* SMILES: [H]/N=C(\SC)c1cncc[n+]1C(=[NH2+])I
* net charge: +2
* LUMO: -9.26 eV

Atom charges from the Mulliken analysis, given in e for atoms 1 to 6: 0.25, -0.51, 0.60, 0.01, -1.01, 0.53

ORCA calculation (wB97M-V/def2-TZVPD) on a cluster of 11 separate species, H22O11 in total.

Cartesian coordinates (Å):
1 O 0.91 1.68 -2.00
2 H 0.19 1.41 -2.60
3 H 1.26 2.55 -2.22
4 O -0.84 4.20 -1.21
5 H -0.69 3.46 -0.62
6 H -0.47 3.99 -2.12
7 O 0.11 -3.06 -1.74
8 H 0.18 -3.46 -2.59
9 H 0.85 -2.39 -1.68
10 O -1.42 -0.13 2.66
11 H -1.23 -0.99 3.03
12 H -2.37 -0.09 2.48
13 O -1.36 -2.81 1.66
14 H -1.89 -3.25 1.00
15 H -1.56 -3.22 2.51
16 O -0.22 2.46 0.68
17 H 0.49 2.44 1.32
18 H -1.05 2.26 1.19
19 O 0.01 -0.20 0.17
20 H -0.60 -0.33 0.87
21 H 0.11 0.75 0.17
22 O 1.89 -1.01 -1.97
23 H 1.30 -0.40 -1.51
24 H 1.95 -0.71 -2.89
25 O 2.10 -0.63 1.79
26 H 1.35 -0.49 1.22
27 H 2.14 -1.56 2.01
28 O -3.28 -1.26 0.52
29 H -2.51 -1.79 0.70
30 H -3.99 -1.85 0.36
31 O 2.93 1.61 -0.05
32 H 3.63 1.25 -0.62
33 H 2.09 1.60 -0.52

* gap between HOMO and LUMO: 10.04 eV
* SMILES: O.O.O.O.O.O.O.O.O.O.O
* relative energy (zero: lowest compared OMol25 entry of this formula, charge and spin): 48.81 kcal per mole
* LUMO: -0.02 eV

Atom charges from the Mulliken analysis, given in e for atoms 1 to 6: -0.62, 0.28, 0.28, -0.63, 0.45, 0.26

ORCA calculation (wB97M-V/def2-TZVPD) on the ion C5H13N2 with charge +2.

Cartesian coordinates (Å):
1 C -0.30 -2.88 1.08
2 C -0.56 -1.42 1.24
3 C 0.36 -0.46 0.29
4 C -0.26 0.93 0.64
5 N 0.67 2.31 -2.51
6 C 0.59 2.02 -1.24
7 N -0.45 1.74 -0.56
8 H 0.77 -2.98 0.76
9 H -0.81 -3.26 0.15
10 H -0.36 -3.28 2.13
11 H -0.34 -0.91 2.29
12 H -1.67 -1.16 1.34
13 H 0.27 -0.86 -0.88
14 H 1.36 -0.79 0.50
15 H -1.17 0.95 1.14
16 H 0.45 1.44 1.34
17 H -0.18 2.47 -3.09
18 H 1.51 2.19 -2.96
19 H 1.51 2.16 -0.72
20 H -1.38 1.80 -0.95

* gap between HOMO and LUMO (spin up / spin down): 11.72 / 5.71 eV
* relative energy (zero: lowest compared OMol25 entry of this formula, charge and spin): 101.69 kcal per mole
* multiplicity: 2
* net charge: +2
* LUMO (spin up / spin down): -7.92 / -13.75 eV

Atom charges from the Mulliken analysis, given in e for atoms 1 to 6: -0.95, -0.42, -0.29, -1.03, -0.30, 0.19

ORCA calculation (wB97M-V/def2-TZVPD) on a structure of composition C12H7N2O5Sr.

Cartesian coordinates (Å):
1 O 3.48 -2.31 -6.51
2 C 3.13 -2.40 -5.48
3 Sr 2.00 -1.44 -1.61
4 C 1.33 -1.37 0.95
5 O 0.91 -1.79 1.95
6 C 2.39 1.30 -0.70
7 O 2.58 2.45 -0.52
8 C -0.01 -0.12 -2.11
9 O -1.00 0.12 -2.68
10 C 4.31 -1.05 -0.71
11 O 5.45 -1.26 -0.64
12 H 2.82 -0.05 -3.13
13 N -1.08 2.38 1.45
14 C 0.01 2.13 0.68
15 N 0.01 0.86 0.32
16 C -1.13 0.23 0.81
17 C -1.62 -1.08 0.75
18 C -2.76 -1.37 1.47
19 C -3.43 -0.39 2.24
20 C -2.94 0.92 2.29
21 C -1.83 1.19 1.58
22 H -1.33 3.24 1.86
23 H 0.72 2.94 0.46
24 H -1.09 -1.84 0.14
25 H -3.16 -2.38 1.45
26 H -4.33 -0.65 2.80
27 H -3.42 1.75 2.87

* gap between HOMO and LUMO (spin up / spin down): 6.82 / 6.82 eV
* relative energy (zero: lowest compared OMol25 entry of this formula, charge and spin): 0.00 kcal per mole
* net charge: +1
* LUMO (spin up / spin down): -4.16 / -4.16 eV

Atom charges from the Mulliken analysis, given in e for atoms 1 to 6: -0.08, 0.10, 1.31, -0.05, -0.09, 0.32